[1]
16
Properties=species:S:1:pos:R:3:lowdin_charge:R:1 method="wB97M-V/def2-TZVPD" smiles=CO[C@@H](C)CO fmax_ev_per_a=0.38 e_tot_ev=-8404.385 homo_energy_ev=-9.625 e_lumo_ev=1.0 homo_lumo_gap_ev=10.6 relative_energy_kcal_mol=26.8
C 1.64341 1.13191 0.28346 -0.11
O 1.00235 -0.07879 0.57913 -0.16
C -0.06318 -0.45810 -0.27994 -0.41
C -0.23739 -1.95681 -0.09097 -0.04
C -1.34891 0.30785 0.03481 -0.22
O -1.37483 1.61685 -0.50538 -0.06
H 2.60251 1.12588 0.80757 0.09
H 1.81672 1.24708 -0.79546 0.10
H 1.08423 2.00984 0.64283 0.08
H 0.21116 -0.23088 -1.32306 0.15
H 0.71733 -2.45691 -0.27365 0.08
H -0.98500 -2.36170 -0.77932 0.08
H -0.55420 -2.17823 0.93381 0.09
H -2.20685 -0.21159 -0.40772 0.13
H -1.48474 0.31253 1.12757 0.13
H -0.82260 2.18109 0.04632 0.07



[2]
61
Properties=species:S:1:pos:R:3:lowdin_charge:R:1 method="wB97M-V/def2-TZVPD" fmax_ev_per_a=12.53 total_charge=+2 e_tot_ev=-51380.001 homo_energy_ev=-13.369 e_lumo_ev=-10.0 homo_lumo_gap_ev=3.4 relative_energy_kcal_mol=159.1
Hf 1.38924 1.87392 0.76032 2.25
C 0.36038 -0.44861 -0.12871 -0.53
O -0.20735 0.69249 -0.47335 -0.18
O 1.63991 -0.21457 -0.33122 -0.20
O 0.37789 -0.28817 1.11985 -0.13
C -2.65502 -2.06980 2.38033 -0.64
O -3.31875 -1.02704 2.52236 -0.01
N -1.31721 -2.15536 2.27333 0.17
N -3.14044 -3.33731 2.21769 0.16
H -0.69861 -1.35963 2.23286 0.06
H -0.98465 -3.08022 2.07622 0.09
H -2.67246 -3.85360 1.49349 0.10
H -4.13603 -3.28060 2.02525 0.12
C 4.45869 -2.29260 -1.12061 -0.70
O 5.13870 -3.28632 -1.36401 0.05
N 4.35269 -1.80991 0.13533 0.14
N 3.50986 -1.85840 -1.96890 0.15
H 4.84641 -2.28266 0.87512 0.11
H 3.85392 -0.98722 0.44018 0.07
H 2.94252 -1.12029 -1.58540 0.03
H 3.29566 -2.44822 -2.75474 0.12
C 2.70668 2.06842 -2.49561 -0.56
O 2.13376 2.28839 -1.36438 -0.15
N 3.29974 3.09946 -3.09319 0.22
N 2.52335 1.01457 -3.25753 0.24
H 3.46038 3.00073 -4.08252 0.14
H 3.48510 3.96358 -2.61276 0.14
H 3.18717 0.83800 -3.99576 0.15
H 1.87995 0.28622 -2.99095 0.12
C 1.94749 -5.02764 0.98345 -0.70
O 1.48648 -6.11376 1.31306 0.04
N 1.17917 -4.10909 0.37212 0.15
N 3.20544 -4.67242 1.31019 0.18
H 1.46582 -3.14500 0.32477 0.07
H 0.21669 -4.35982 0.23030 0.10
H 3.85254 -5.39752 1.56560 0.13
H 3.46387 -3.72932 1.07550 0.05
C -4.15481 0.11794 -1.55200 -0.68
O -5.17431 0.20804 -2.19489 0.08
N -4.01482 0.10792 -0.19705 0.15
N -2.87667 0.07164 -2.05906 0.13
H -4.85091 -0.00575 0.35540 0.11
H -3.14804 -0.13069 0.24860 0.06
H -2.77504 -0.14931 -3.03711 0.11
H -2.09450 -0.03283 -1.44178 0.04
C -1.09110 3.78701 -0.59193 -0.61
O 0.09542 3.56484 -0.19979 -0.11
N -1.97636 2.84174 -0.80551 0.23
N -1.59528 4.98679 -0.83662 0.21
H -1.68100 1.87424 -0.83580 0.06
H -2.90693 3.12149 -1.06008 0.14
H -0.98306 5.76531 -0.63721 0.14
H -2.29484 5.01595 -1.55707 0.14
C -1.46309 2.75802 2.58148 -0.61
O -0.39053 2.30079 2.13425 -0.13
N -2.54540 1.99880 2.69986 0.25
N -1.53854 3.99866 3.06316 0.22
H -3.47216 2.35973 2.85055 0.14
H -2.38618 1.00070 2.59635 0.10
H -2.43155 4.40936 3.28756 0.14
H -0.77924 4.65892 3.08099 0.13



[3]
73
Properties=species:S:1:pos:R:3:lowdin_charge:R:1 method="wB97M-V/def2-TZVPD" fmax_ev_per_a=2.58 total_charge=-2 e_tot_ev=-77288.339 homo_energy_ev=-2.255 e_lumo_ev=4.5 homo_lumo_gap_ev=6.8 relative_energy_kcal_mol=50.8
Sc 1.02895 0.80050 -1.86916 1.09
C 3.40556 -2.24325 -3.66576 -0.04
C 2.13345 -1.47993 -3.44230 -0.47
O 2.21719 -0.18609 -3.27946 -0.16
C 0.96819 -2.21503 -3.41426 -0.07
C -0.33804 -1.65870 -3.38155 -0.32
C -1.48337 -2.52138 -3.94412 -0.03
N -0.49099 -0.46302 -2.96224 -0.04
N -1.67082 0.18975 -3.13630 0.10
C -1.46078 1.46837 -3.04555 -0.48
O -0.29448 2.01636 -2.90308 -0.13
C -2.59715 2.37507 -3.20351 -0.14
C -3.54274 2.12277 -4.19002 -0.04
C -4.61235 2.96513 -4.40828 -0.11
C -4.77890 4.07640 -3.58589 -0.13
C -3.86702 4.32103 -2.60169 -0.11
C -2.78090 3.47711 -2.38095 0.00
H 3.99428 -1.65329 -4.41297 0.09
H 3.17073 -3.21033 -4.10919 0.07
H 4.00922 -2.32152 -2.74143 0.06
H 1.12611 -3.27739 -3.52652 0.09
H -1.06708 -3.51308 -4.03239 0.06
H -1.85689 -2.11158 -4.87893 0.07
H -2.35207 -2.47945 -3.28906 0.07
H -3.46663 1.22224 -4.79853 0.11
H -5.28102 2.77393 -5.22427 0.08
H -5.62645 4.78135 -3.70030 0.10
H -3.96044 5.14402 -1.88818 0.10
H -2.13034 3.73870 -1.57563 0.12
N 4.23491 -0.06507 -0.63075 0.15
C 3.28599 -1.02968 -0.59314 -0.48
N 3.60998 -2.31776 -0.35073 0.01
N 2.41406 -2.92926 -0.30405 -0.11
N 1.45703 -2.10784 -0.51155 -0.05
N 1.94943 -0.83683 -0.70249 -0.05
C 4.10081 1.22902 -0.99526 -0.48
N 5.08857 2.10859 -1.10476 0.00
N 4.51093 3.24808 -1.47173 -0.13
N 3.24220 3.11004 -1.61416 -0.07
N 2.91269 1.80692 -1.31122 -0.08
H 5.16917 -0.30926 -0.38738 0.13
C -1.85753 -3.91496 3.29355 -0.04
C -1.31876 -2.70262 4.05374 -0.22
C -0.69319 -2.87216 5.27249 -0.09
C -0.13424 -1.82406 5.94836 -0.10
C -0.22906 -0.55201 5.40828 -0.05
C -0.90558 -0.32672 4.25789 -0.21
N -1.13045 1.04302 3.86458 0.09
C 0.11772 1.68078 3.44652 -0.18
C 1.09706 1.95154 4.37862 -0.08
C 2.42154 1.91433 3.96274 -0.10
C 2.79668 1.47360 2.69323 -0.06
C 1.78762 1.34131 1.73168 0.00
C 0.44095 1.51089 2.07514 -0.03
C -0.68722 1.36615 1.01750 -0.56
O -1.83179 1.69398 1.32669 0.00
O -0.37491 0.89555 -0.13281 -0.10
C -1.46350 -1.40459 3.59076 -0.17
C -2.44465 -1.24947 2.52284 -0.03
H -1.76943 -4.80906 3.93702 0.08
H -1.37193 -4.06357 2.33343 0.09
H -2.87742 -3.77778 2.99334 0.05
H -0.46709 -3.87128 5.67932 0.10
H 0.37283 -1.94339 6.89818 0.09
H 0.06051 0.34501 5.98161 0.10
H -1.69452 1.07388 2.99935 0.06
H 0.85596 2.20741 5.42709 0.11
H 3.18711 2.15207 4.70589 0.09
H 3.84523 1.26867 2.52820 0.10
H 2.06825 1.08150 0.73502 0.05
H -2.03868 -1.31381 1.49222 0.12
H -3.00582 -0.32183 2.59588 0.08
H -3.12668 -2.09797 2.55039 0.06



[4]
86
Properties=species:S:1:pos:R:3:lowdin_charge:R:1 method="wB97M-V/def2-TZVPD" fmax_ev_per_a=0.70 e_tot_ev=-69203.885 homo_energy_ev=-7.924 e_lumo_ev=-0.2 homo_lumo_gap_ev=7.7 relative_energy_kcal_mol=0.0
Y -0.12270 -0.11890 -0.09592 1.60
C 2.30996 0.49074 2.50803 -0.06
O 2.19272 0.00348 1.17443 -0.26
C 3.36727 0.18608 0.38907 -0.17
C 3.07129 1.23849 -0.65677 -0.17
O 1.94023 0.83002 -1.42370 -0.27
C 2.32199 0.07662 -2.58683 -0.06
H 3.18420 0.04853 2.99050 0.10
H 1.41502 0.17661 3.03870 0.09
H 2.38771 1.58162 2.52826 0.10
H 3.60503 -0.76886 -0.08465 0.11
H 4.21046 0.47544 1.01904 0.13
H 3.92902 1.41009 -1.31212 0.13
H 2.80926 2.18038 -0.17308 0.12
H 2.92578 0.71163 -3.23955 0.10
H 1.40462 -0.21375 -3.08638 0.08
H 2.88513 -0.81614 -2.30698 0.09
O -1.83864 0.08425 3.88007 0.07
C -1.21565 0.32432 2.86230 -0.61
O -0.87498 -0.49471 1.93929 -0.15
C -0.79019 1.77801 2.60504 -0.18
C -1.05958 2.75064 3.59228 0.02
C -0.68855 4.03858 3.35908 0.01
C -0.08263 4.37410 2.12459 -0.15
C 0.29966 5.69684 1.80262 -0.03
C 0.85023 5.98233 0.58630 -0.08
C 1.03133 4.95678 -0.36398 -0.06
C 0.67860 3.66698 -0.07881 -0.03
C 0.12708 3.34028 1.18238 -0.19
N -0.20576 2.04269 1.45964 0.12
H -1.54854 2.42442 4.49841 0.12
H -0.85904 4.81663 4.09362 0.12
H 0.13977 6.47705 2.53688 0.11
H 1.13674 6.99654 0.34109 0.10
H 1.44353 5.19727 -1.33601 0.11
H 0.77635 2.88841 -0.82072 0.09
C -6.23976 2.59665 -1.91532 -0.03
C -5.87655 1.86731 -0.61407 -0.55
C -4.90941 2.75600 0.17151 -0.05
C -7.13833 1.65143 0.23129 -0.04
C -5.25480 0.51838 -0.96282 -0.15
C -5.98746 -0.40831 -1.73102 -0.03
C -5.45159 -1.61201 -2.14016 -0.08
C -4.13316 -1.89285 -1.79782 -0.47
S -3.12314 -3.22667 -2.24887 1.13
C -1.79554 -2.49919 -1.39163 -0.50
N -2.08553 -1.37732 -0.79822 0.02
C -3.39525 -0.99786 -1.02548 -0.28
C -3.96573 0.19713 -0.58929 0.05
C -0.45486 -3.09689 -1.35318 -0.26
C -0.26378 -4.37748 -1.87804 -0.07
C 0.98304 -4.96879 -1.80907 -0.09
C 2.02209 -4.28009 -1.19904 -0.10
C 1.80841 -3.00669 -0.68563 -0.14
C 0.57513 -2.34442 -0.74646 -0.14
H -6.67261 3.57390 -1.68978 0.09
H -6.96914 2.03461 -2.50151 0.08
H -5.35022 2.74657 -2.53381 0.05
H -5.38738 3.71468 0.38102 0.09
H -3.99561 2.95305 -0.39503 0.08
H -4.63394 2.30438 1.12689 0.09
H -7.59215 2.61401 0.47747 0.08
H -6.89623 1.13794 1.16341 0.09
H -7.88381 1.05622 -0.29751 0.08
H -7.00209 -0.16814 -2.02362 0.11
H -6.03139 -2.30106 -2.74073 0.11
H -3.35720 0.88070 -0.01849 0.10
H -1.08359 -4.92315 -2.33255 0.08
H 1.14034 -5.96038 -2.21381 0.10
H 3.00025 -4.74114 -1.12000 0.10
H 2.65360 -2.52547 -0.19875 0.06
O -2.98273 -0.25528 -4.13725 0.07
C -3.14495 1.08949 -4.05746 -0.25
C -4.09070 1.75882 -4.83019 -0.02
C -4.25406 3.12856 -4.71031 -0.10
C -3.48916 3.84938 -3.80397 -0.10
C -2.56387 3.17871 -3.02284 -0.02
C -2.36464 1.80874 -3.15122 -0.06
C -1.36086 1.15087 -2.26413 -0.59
O -0.65155 0.19942 -2.64296 -0.02
O -1.29123 1.58548 -1.06645 -0.15
H -3.65336 -0.62032 -4.72517 0.12
H -4.70180 1.19411 -5.52647 0.12
H -4.99093 3.63145 -5.32348 0.11
H -3.62350 4.91744 -3.69837 0.10
H -1.97692 3.70720 -2.28163 0.12